[1]
3 unconnected molecules or ions with the total composition C4H13NO2 in a non-equilibrium geometry. Source: the Open Molecules 2025 dataset; level of theory: ωB97M-V/def2-TZVPD.

Geometry as ORCA input:
```
! wB97M-V def2-TZVPD RIJCOSX def2/J DEFGRID3
* xyz 0 1
O -3.65310 -0.32451 2.60436
O -2.08382 -0.53543 -2.77234
N 2.59012 -1.66758 0.87384
C 2.24999 -0.38733 0.27227
C 0.72973 1.58412 -0.20902
C 0.15600 1.66132 -1.43423
C 0.95996 0.31546 0.64505
H -0.61325 0.87905 -1.47410
H 3.02134 0.15378 0.71749
H 1.01046 0.39206 1.78060
H 1.77094 -2.29514 0.97350
H 3.52459 -2.10831 1.22232
H -1.81400 0.38899 -3.01957
H 0.55110 2.37061 -2.14889
H -2.25791 -1.03762 -3.64241
H 0.17518 -0.48198 0.26614
H 1.54490 2.34774 0.08707
H -3.05187 -0.99782 2.79623
H 2.40389 -0.37206 -0.86005
H -3.07486 0.27189 2.88424
*
```

Properties
LUMO level, eV: 0.800
ΔE to the lowest compared entry with this formula, charge and spin, eV: 3.631
SMILES: C=CCCN.O.O

---

[2]
A molecular structure, C39H57BBaN12Si4 in a non-equilibrium geometry. Source: the Open Molecules 2025 dataset; level of theory: ωB97M-V/def2-TZVPD.

Geometry as ORCA input:
```
! wB97M-V def2-TZVPD RIJCOSX def2/J DEFGRID3
* xyz 1 2
Ba -0.07676 -1.50121 1.37536
Si 1.48682 2.36483 -4.72249
Si 0.14649 4.45889 -1.96916
Si -0.01079 2.46016 -3.00315
Si -2.03418 1.54069 -3.67041
N 2.57613 -2.29566 2.07640
N 1.04921 -4.17501 0.76830
N -0.74556 0.14606 4.26912
N -1.43025 -3.84462 2.54053
N -2.72959 -0.54465 2.27213
N 0.12135 1.94028 2.66501
N 0.67125 -2.31799 -1.41373
N 0.25735 -0.72941 4.02194
N 0.84631 1.18852 1.78238
N -2.04890 2.23809 3.98032
N -1.97017 0.55866 2.13544
N -1.59311 2.90853 5.06308
C -1.48832 -6.27878 2.11221
C -1.77449 -0.40323 -3.56556
C 0.38699 -4.61374 -0.49567
C 3.23130 -1.42639 2.83937
C -0.84501 -5.02077 2.18737
C -3.30531 -0.80126 1.11063
C 1.59816 3.99940 -5.57510
C 5.32914 -2.60473 2.56751
C 0.97228 0.88563 -5.76228
C 4.61759 -1.52520 3.03431
C -2.73374 -3.89970 2.86100
C -0.66910 5.69624 -3.03657
C 2.50693 -4.25240 0.63083
C 3.22906 2.03821 -4.08286
C 1.96406 3.10139 2.27474
C 0.65542 -4.96090 1.94056
C 4.57538 -3.61463 1.90483
C 0.78926 3.09218 3.01550
C -3.41501 2.28000 3.87656
C 1.88119 -1.92885 -3.45778
C -2.06582 1.05011 0.89283
C 0.35942 -1.51710 5.08456
C -3.35402 2.07880 -2.43705
C -2.86848 0.15009 0.16050
C 3.26571 -3.31372 1.59601
C -2.84069 -6.26719 2.41413
C 0.79535 -3.65212 -1.64452
C -1.34514 -0.15492 5.42663
C -2.58637 2.10713 -5.37649
C -0.64179 -1.17795 6.01378
C -3.46344 -5.06542 2.74054
C 1.93139 4.95918 -1.55348
C 1.20078 -1.49942 -2.35016
C -0.51932 4.47105 -0.20800
C 1.99623 1.86691 1.59391
C 1.32576 -4.15995 -2.81344
C 1.96144 -3.31241 -3.68785
C -3.85724 3.06025 4.91702
C -2.65047 3.46511 5.62329
B -1.15177 1.23604 3.29797
H -0.72020 -4.56397 -0.34184
H -0.66445 6.68728 -2.61689
H 2.67569 3.88978 2.14056
H 1.68699 0.56343 -6.50407
H 1.17351 -2.21452 5.09693
H -2.29183 3.10790 -5.69781
H 3.27031 1.01457 -3.59086
H -2.59185 4.01303 6.54156
H -4.87029 3.32902 5.27411
H -4.06802 -1.58329 0.98125
H 1.93444 4.80836 -4.82129
H -0.82608 -0.78846 -4.02117
H 1.23121 -4.59904 2.79234
H 6.40769 -2.79635 2.76049
H 0.13089 3.82922 0.42329
H 2.52337 -3.72463 -4.52973
H 2.31411 4.18401 -0.84000
H -4.25782 1.47248 -2.46348
H 4.01996 2.16505 -4.87441
H -3.69143 2.03889 -5.45420
H 0.78771 0.03495 -5.11013
H 2.77980 1.44084 0.98282
H -0.49742 5.44525 0.25615
H 1.00687 -0.45295 -2.17713
H 0.67090 4.31729 -6.01133
H 0.35557 3.77013 3.68561
H 1.95267 5.84968 -0.96125
H -1.71259 5.54346 -3.32040
H -1.65721 -0.66728 -2.46217
H 2.35900 -1.23491 -4.14820
H -2.69650 -0.85494 -3.94347
H -2.27436 1.45628 -6.14019
H -3.87917 1.63226 3.10634
H -0.87646 -1.63058 6.94349
H 0.70117 -5.61034 -0.79913
H 4.98710 -4.56327 1.68319
H -3.21007 -2.99986 3.23983
H -0.89141 -7.19532 2.00855
H -3.03764 2.19652 -1.38603
H -1.46603 1.90251 0.61661
H -2.25875 0.30015 5.71843
H 1.29669 -5.25930 -3.01850
H -3.65918 3.08553 -2.72562
H -4.48478 -4.95520 2.97388
H -3.10177 0.20370 -0.88767
H 3.55559 2.74360 -3.29328
H 2.41735 3.99839 -6.34280
H 5.09792 -0.78282 3.64676
H -0.01203 1.02565 -6.29325
H -0.15330 5.86561 -3.97758
H -3.38336 -7.22183 2.52231
H 2.85866 -5.28644 0.74297
H 2.67661 5.10399 -2.36815
H 2.74779 -3.99568 -0.38896
H 2.64048 -0.66618 3.36202
H -1.54063 4.11868 -0.08415
H 1.00170 -5.97346 1.85485
*
```

Properties
LUMO level (alpha / beta), eV: -2.203 / -2.961
ΔE to the lowest compared entry with this formula, charge and spin, eV: 0.000